17
Properties=species:S:1:pos:R:3 method="wB97M-V/def2-TZVPD" max_force_ev_per_a=4.26 e_above_lowest_kj_mol=203.6 total_charge=0
C 2.1497 0.7893 -1.2902
C -0.2296 1.3713 -1.8673
C 1.0772 0.8172 -2.3587
C -0.7223 -1.0825 1.9878
N 1.6300 0.2349 -0.0852
N -0.5501 1.4285 -0.6391
N 0.4202 -0.2074 0.1315
O 0.2984 -0.2390 1.5915
S 3.6551 1.4288 -1.3500
S -1.0743 2.1190 -3.1014
H 1.3850 1.3299 -3.2401
H 0.9019 -0.2247 -2.6464
H -0.7663 -0.8181 3.0118
H -0.5436 -2.0964 1.8146
H -1.5629 -0.8143 1.4688
H 2.1245 0.4174 0.7900
H -1.3267 1.6793 -0.0388